# 1
# C28H49NO21

A 8-piece molecular cluster, C28H49NO21 overall at a distorted geometry (the ωB97M-V functional and the def2-TZVPD basis, the OMol25 dataset).

Calculated values
2S+1 = 1
relative energy (zero: lowest compared OMol25 entry of this formula, charge and spin) = 0.0 kcal per mole
structure (SMILES) = C[C@H]1COC(=O)O1.C[C@H]1COC(=O)O1.C[C@H]1COC(=O)O1.COC(=O)OC.COC(=O)OC.COC(=O)OC.COC(=O)OC.CCCC#N

Cartesian coordinates (Å):
C 1.648 1.817 1.456
C 0.397 1.205 0.956
C -0.826 1.777 1.637
O -1.412 2.609 0.581
C -0.703 2.442 -0.567
O -1.105 2.922 -1.673
O 0.356 1.605 -0.348
H 1.699 2.875 1.227
H 2.500 1.357 1.005
H 1.730 1.650 2.533
H 0.382 0.120 1.120
H -0.538 2.441 2.458
H -1.523 1.006 1.947
C 2.166 -1.507 -0.350
C 1.666 -2.942 -0.624
C 0.236 -3.248 -0.135
O -0.315 -3.905 -1.213
C 0.314 -3.669 -2.285
O -0.164 -3.976 -3.369
O 1.511 -3.131 -2.034
H 1.510 -0.836 -0.932
H 3.188 -1.435 -0.645
H 2.107 -1.162 0.661
H 2.308 -3.683 -0.168
H -0.271 -2.292 0.046
H 0.246 -3.795 0.770
C 2.715 -2.700 4.866
C 1.833 -1.782 4.060
C 0.451 -2.358 3.662
O -0.323 -1.182 3.615
C 0.252 -0.261 4.358
O -0.234 0.842 4.554
O 1.471 -0.647 4.824
H 3.641 -2.305 5.079
H 2.875 -3.595 4.241
H 2.233 -3.116 5.768
H 2.371 -1.484 3.197
H 0.171 -3.145 4.352
H 0.593 -2.886 2.668
C 6.413 1.301 -4.435
O 5.145 1.951 -4.370
C 4.221 1.553 -3.442
O 4.414 0.597 -2.395
O 3.099 2.185 -3.601
C 2.074 1.976 -2.655
H 7.023 1.753 -5.195
H 6.306 0.274 -4.796
H 6.936 1.384 -3.415
H 1.783 0.912 -2.613
H 1.190 2.548 -2.964
H 2.387 2.351 -1.670
C -4.293 0.176 4.443
O -4.873 1.024 3.420
C -4.421 0.917 2.158
O -3.661 -0.171 1.655
O -4.714 1.887 1.367
C -4.597 1.818 -0.017
H -4.790 -0.776 4.386
H -4.368 0.632 5.444
H -3.280 0.190 4.103
H -4.668 0.761 -0.234
H -3.662 2.183 -0.393
H -5.483 2.289 -0.490
C 4.367 0.755 4.996
O 5.003 1.439 3.957
C 4.913 1.100 2.672
O 4.065 0.048 2.197
O 5.629 1.764 1.756
C 5.569 1.338 0.397
H 3.336 0.939 5.022
H 4.816 1.203 5.904
H 4.560 -0.315 4.928
H 6.286 1.834 -0.304
H 4.544 1.450 -0.004
H 5.717 0.256 0.284
C -6.881 0.129 -2.919
O -5.815 -0.018 -3.810
C -4.969 0.968 -3.980
O -5.105 2.117 -3.122
O -4.071 0.833 -4.907
C -3.024 1.770 -4.850
H -7.285 1.144 -2.866
H -6.627 -0.161 -1.903
H -7.658 -0.572 -3.313
H -2.195 1.299 -5.379
H -2.778 2.113 -3.863
H -3.370 2.654 -5.431
C -3.652 -2.333 -2.790
C -2.988 -1.693 -1.596
C -2.195 -0.425 -1.846
C -1.071 -0.675 -2.772
N -0.135 -0.913 -3.453
H -4.051 -3.363 -2.553
H -2.842 -2.409 -3.541
H -4.496 -1.830 -3.335
H -2.385 -2.435 -1.100
H -3.796 -1.474 -0.951
H -1.866 -0.197 -0.866
H -2.858 0.342 -2.215

Atom charges from the Mulliken analysis, given in e for atoms 1 to 4: atom 1 (C): -1.340, atom 2 (C): 1.705, atom 3 (C): -0.037, atom 4 (O): -0.396

# 2
# C4H15NO2S

A 3-piece molecular cluster, C4H15NO2S overall at a distorted geometry (the ωB97M-V functional and the def2-TZVPD basis, the OMol25 dataset).

Calculated values
2S+1 = 1
relative energy (zero: lowest compared OMol25 entry of this formula, charge and spin) = 69.5 kcal per mole
structure (SMILES) = NCCCCS.O.O

Cartesian coordinates (Å):
N 1.312 -1.726 -0.512
C 1.785 -1.479 0.929
C 1.299 -0.035 1.557
C 0.303 1.017 0.809
C 0.989 2.017 -0.071
S 0.277 2.297 -1.721
H 0.498 -1.316 -0.845
H 1.095 -2.759 -0.616
H 1.374 -2.167 1.666
H 2.767 -1.587 0.745
H 0.708 -0.058 2.411
H 2.235 0.378 1.562
H -0.620 1.471 1.396
H -0.331 0.167 0.250
H 2.059 1.792 -0.334
H 0.975 3.067 0.357
H -0.816 3.029 -1.371
O -2.378 -0.735 -2.344
H -1.437 -0.904 -2.282
H -2.679 0.195 -2.116
O -3.285 -0.540 0.132
H -2.876 -1.031 -0.529
H -3.255 -1.092 0.926

Atom charges from the Mulliken analysis, given in e for atoms 1 to 4: atom 1 (N): -0.548, atom 2 (C): -0.493, atom 3 (C): -1.034, atom 4 (C): 0.151

Number 1: frontier orbital gap 0.37627 Ha, LUMO 0.23 eV, HOMO level -10.01 eV. Number 2: frontier orbital gap 0.35582 Ha, LUMO 0.60 eV, HOMO level -9.09 eV.